No. 1
ORCA calculation (ωB97M-V/def2-TZVPD) on 2 unconnected molecules or ions with the total composition C6H16O at a distorted geometry.

* SMILES: CCCCCC.O
* energy: -313.39989 hartree
* ΔE to the lowest compared entry with this formula, charge and spin: 27.4 kcal/mol
* E_HOMO: -10.780 eV

Geometry as XYZ:
```
23
C6H16O, DFT ωB97M-V/def2-TZVPD
C -1.565 0.547 -1.553
C -1.084 0.549 -0.107
C -0.015 -0.489 0.184
C 1.421 -0.166 -0.320
C 2.295 0.262 0.840
C 2.838 -0.955 1.673
H -2.477 1.050 -1.855
H -0.781 0.863 -2.251
H -1.636 -0.499 -1.882
H -0.637 1.551 0.030
H -1.855 0.652 0.660
H 0.058 -0.632 1.267
H -0.410 -1.455 -0.145
H 1.389 0.446 -1.217
H 1.715 -1.184 -0.600
H 3.154 0.865 0.569
H 1.713 0.830 1.577
H 2.760 -1.143 2.740
H 3.883 -0.994 1.371
H 2.339 -1.818 1.250
O -4.533 0.409 -0.423
H -3.811 1.045 -0.455
H -4.760 0.266 -1.353
```

No. 2
ORCA calculation (ωB97M-V/def2-TZVPD) on a molecular structure, C45H41BiN2O8Se2 at a distorted geometry.

* energy: -7468.32237 hartree
* total charge: -2
* ΔE to the lowest compared entry with this formula, charge and spin: 34.5 kcal/mol
* E_HOMO: -1.384 eV

Geometry as XYZ:
```
99
C45H41BiN2O8Se2, DFT ωB97M-V/def2-TZVPD
Bi -0.734 0.215 -0.637
O 1.275 0.886 -1.227
C 2.582 0.541 -1.622
C 3.125 -0.677 -0.728
C 3.306 -0.248 0.707
C 4.604 -0.030 1.218
C 4.614 0.494 2.523
C 3.402 0.737 3.226
C 2.159 0.658 2.492
C 0.950 1.430 2.862
C -0.542 0.892 2.703
O -1.066 0.855 1.426
C -1.395 2.011 3.348
C -1.656 3.201 2.613
C -2.447 4.217 3.147
C -3.008 4.093 4.385
C -2.634 2.958 5.143
C -2.006 1.899 4.574
C -0.779 -0.461 3.424
C 0.076 -1.017 4.364
C -0.128 -2.338 4.875
C -1.260 -3.001 4.549
C -2.205 -2.403 3.754
C -1.943 -1.175 3.223
N 2.150 0.003 1.335
C 2.568 -0.026 -3.097
C 2.679 0.685 -4.305
C 2.405 0.137 -5.567
C 2.246 -1.270 -5.709
C 2.089 -2.010 -4.553
C 2.258 -1.420 -3.278
C 3.529 1.728 -1.454
C 4.807 1.663 -2.013
C 5.690 2.734 -1.859
C 5.245 3.892 -1.224
C 3.974 3.972 -0.662
C 3.163 2.836 -0.696
H 4.093 -0.954 -1.137
H 2.350 -1.450 -0.778
H 5.512 -0.344 0.738
H 5.547 0.634 3.089
H 3.346 0.933 4.275
H 1.017 2.423 2.455
H 1.050 1.661 3.965
H -1.257 3.312 1.595
H -2.580 5.127 2.587
H -3.598 4.888 4.870
H -2.862 2.857 6.201
H -1.862 0.933 5.087
H 0.922 -0.514 4.818
H 0.558 -2.721 5.642
H -1.444 -4.012 4.924
H -3.146 -2.934 3.562
H -2.655 -0.739 2.573
H 3.077 1.675 -4.201
H 2.254 0.810 -6.410
H 2.204 -1.689 -6.738
H 1.900 -3.062 -4.603
H 2.141 -2.100 -2.449
H 5.034 0.835 -2.679
H 6.744 2.753 -2.135
H 5.927 4.719 -1.112
H 3.725 4.870 -0.108
H 2.175 2.894 -0.234
O 0.191 -7.730 -3.731
C 0.773 -6.528 -3.431
O 1.794 -6.118 -4.042
C 0.188 -5.953 -2.194
C -0.652 -6.824 -1.506
C -1.239 -6.347 -0.335
C -0.910 -5.058 0.093
C -0.047 -4.216 -0.676
N 0.534 -4.721 -1.809
C -0.161 -2.742 -0.430
O -0.620 -2.325 0.681
O 0.119 -1.939 -1.439
H 0.677 -8.128 -4.525
H -0.938 -7.748 -1.988
H -1.868 -6.987 0.303
H -1.295 -4.657 1.019
O -6.791 2.559 -1.095
C -5.696 2.742 -1.972
C -4.385 2.031 -1.500
C -3.854 2.600 -0.113
O -3.544 3.950 -0.142
C -3.337 2.062 -2.638
Se -1.507 2.713 -2.225
C -4.763 0.511 -1.343
Se -3.469 -0.983 -1.149
H -7.070 3.426 -0.804
H -5.517 3.817 -2.131
H -5.890 2.247 -2.946
H -3.005 1.938 0.178
H -4.698 2.509 0.583
H -2.660 4.049 -0.537
H -3.652 2.723 -3.472
H -3.218 1.072 -3.055
H -5.321 0.254 -2.230
H -5.439 0.333 -0.458
```

No. 3
ORCA calculation (ωB97M-V/def2-TZVPD) on C2H4N3OP in the gas phase at a distorted geometry.

* SMILES: POc1cn[nH]n1
* energy: -659.40625 hartree
* ΔE to the lowest compared entry with this formula, charge and spin: 26.7 kcal/mol
* E_HOMO: -9.687 eV

Geometry as XYZ:
```
11
C2H4N3OP, DFT ωB97M-V/def2-TZVPD
P -2.163 0.157 1.405
O -0.705 0.811 0.873
C 0.022 0.296 -0.197
C 1.350 -0.206 0.010
N 1.848 -0.552 -1.163
N 0.792 -0.310 -2.051
N -0.270 0.231 -1.470
H -2.024 0.913 2.654
H -1.550 -0.917 2.175
H 1.961 -0.153 0.861
H 0.738 -0.271 -3.098
```

No. 4
ORCA calculation (ωB97M-V/def2-TZVPD) on 2 unconnected molecules or ions with the total composition CH6P2S at a distorted geometry.

* SMILES: C=P.PS
* energy: -1122.50882 hartree
* ΔE to the lowest compared entry with this formula, charge and spin: 31.8 kcal/mol
* E_HOMO: -9.391 eV

Geometry as XYZ:
```
10
CH6P2S, DFT ωB97M-V/def2-TZVPD
C 0.428 0.204 -1.689
P -1.050 0.938 -1.699
H 0.687 -0.484 -2.479
H 1.111 0.597 -0.939
H -1.729 0.101 -2.705
P -0.473 -0.744 2.301
S 1.050 0.632 1.581
H -0.576 -1.655 1.239
H -1.550 0.052 1.889
H 2.103 0.358 2.500
```

No. 5
ORCA calculation (ωB97M-V/def2-TZVPD) on 2 unconnected molecules or ions with the total composition CHNO3S at a distorted geometry.

* energy: -717.35998 hartree
* ΔE to the lowest compared entry with this formula, charge and spin: 4.5 kcal/mol
* E_HOMO: -11.169 eV

Geometry as XYZ:
```
7
CHNO3S, DFT ωB97M-V/def2-TZVPD
C -1.497 -0.350 -0.364
N -2.072 0.620 0.050
O -0.711 -1.081 -0.798
O 2.517 -0.401 1.169
O 1.734 0.764 -0.741
S 2.468 -0.377 -0.265
H -2.440 0.824 0.949
```

No. 6
ORCA calculation (ωB97M-V/def2-TZVPD) on 3 unconnected molecules or ions with the total composition C15H23NO8 at a distorted geometry.

* SMILES: COC(=O)c1ccccn1.CCOC(=O)OC.CCOC(=O)OC
* energy: -1241.90172 hartree
* ΔE to the lowest compared entry with this formula, charge and spin: 0.0 kcal/mol
* E_HOMO: -9.588 eV

Geometry as XYZ:
```
47
C15H23NO8, DFT ωB97M-V/def2-TZVPD
C 0.217 -2.046 -5.327
O -0.183 -3.454 -5.121
C 1.026 -4.206 -5.127
O 1.439 -4.639 -6.239
C 1.936 -4.508 -3.855
C 2.999 -3.491 -3.410
C 3.991 -3.665 -2.218
C 3.763 -5.045 -1.490
C 2.632 -5.921 -2.055
N 1.766 -5.727 -3.155
H -0.363 -1.447 -4.530
H 1.357 -1.922 -5.212
H -0.025 -1.681 -6.391
H 3.078 -2.521 -4.022
H 4.770 -2.903 -1.903
H 4.414 -5.353 -0.593
H 2.464 -6.906 -1.479
C 0.920 -2.405 -0.124
C 2.185 -2.107 0.658
O 2.383 -0.694 0.797
C 1.625 -0.092 1.728
O 0.817 -0.630 2.446
O 1.903 1.223 1.705
C 1.092 1.999 2.584
H 0.928 -1.879 -1.082
H 0.822 -3.477 -0.307
H 0.032 -2.067 0.416
H 3.047 -2.493 0.111
H 2.180 -2.595 1.637
H 1.123 1.608 3.604
H 0.064 2.027 2.214
H 1.484 3.016 2.594
C -4.654 7.036 2.411
C -3.848 6.138 1.491
O -2.910 5.350 2.234
C -3.424 4.289 2.875
O -4.582 3.948 2.871
O -2.429 3.685 3.548
C -2.859 2.591 4.356
H -3.991 7.641 3.035
H -5.301 7.700 1.833
H -5.281 6.450 3.087
H -3.265 6.754 0.803
H -4.494 5.498 0.883
H -3.435 1.869 3.774
H -3.445 2.961 5.200
H -1.970 2.091 4.744
```

No. 7
ORCA calculation (ωB97M-V/def2-TZVPD) on a molecular structure, C16H22IrNO7SSe2 at a distorted geometry.

* energy: -6509.79200 hartree
* total charge: -1
* spin multiplicity: 2
* ΔE to the lowest compared entry with this formula, charge and spin: 11.4 kcal/mol
* E_HOMO (alpha / beta): -4.768 / -4.668 eV

Geometry as XYZ:
```
50
C16H22IrNO7SSe2, DFT ωB97M-V/def2-TZVPD
Ir 0.255 -0.470 0.356
O 4.263 1.189 4.501
C 3.967 -0.193 4.316
C 2.937 -0.372 3.197
C 2.730 -1.884 3.051
O 3.816 -2.536 2.418
C 3.499 0.287 1.934
Se 2.604 0.015 0.211
C 1.638 0.324 3.608
Se -0.035 -0.009 2.617
H 4.993 1.262 5.120
H 3.558 -0.616 5.243
H 4.867 -0.753 4.042
H 1.808 -2.080 2.512
H 2.612 -2.324 4.048
H 3.626 -2.522 1.469
H 4.521 -0.057 1.771
H 3.540 1.362 2.099
H 1.794 1.401 3.586
H 1.367 0.051 4.632
C 0.542 -0.983 -6.114
C -0.286 -1.044 -4.861
C -0.051 -2.013 -3.893
C -0.790 -2.045 -2.720
C -1.773 -1.092 -2.506
C -2.039 -0.131 -3.470
C -1.294 -0.111 -4.637
S -2.651 -1.063 -0.958
O -3.951 -0.501 -1.247
O -2.580 -2.410 -0.440
N -1.842 -0.114 0.033
C -1.899 1.310 -0.315
C -0.747 1.702 -1.246
O -0.775 2.702 -1.929
O 0.278 0.893 -1.193
H 1.083 -1.916 -6.276
H 1.277 -0.178 -6.053
H -0.079 -0.793 -6.990
H 0.728 -2.750 -4.049
H -0.602 -2.806 -1.974
H -2.812 0.605 -3.297
H -1.489 0.654 -5.380
H -1.802 1.885 0.609
H -2.866 1.555 -0.754
C -0.380 -3.238 1.530
C 0.553 -2.443 0.618
O 1.420 -3.023 0.005
H -0.024 -4.270 1.562
H -1.390 -3.189 1.123
H -0.396 -2.799 2.524
```

No. 8
ORCA calculation (ωB97M-V/def2-TZVPD) on a molecular structure, C14H34BF7N2O6Pt at a distorted geometry.

* energy: -1958.15798 hartree
* spin multiplicity: 3
* E_HOMO (alpha / beta): -7.968 / -8.608 eV

Geometry as XYZ:
```
65
C14H34BF7N2O6Pt, DFT ωB97M-V/def2-TZVPD
Pt -0.810 -0.330 0.926
C 2.194 0.856 0.862
O 1.852 1.102 -0.525
O 1.158 0.352 1.482
C 3.428 -0.063 0.925
F 4.575 0.616 0.793
F 3.487 -0.716 2.091
F 3.420 -1.011 -0.039
C 2.761 1.896 -1.256
C 2.233 2.015 -2.684
H 1.284 2.553 -2.718
H 2.980 2.465 -3.335
H 2.032 1.011 -3.071
H 3.766 1.466 -1.298
H 2.843 2.899 -0.816
H 2.475 1.837 1.296
B -4.015 -1.626 -0.144
F -2.878 -1.160 0.640
F -5.137 -1.541 0.671
F -4.114 -0.801 -1.262
F -3.724 -2.945 -0.509
C -2.493 -0.712 3.605
C -1.521 -1.856 3.715
O -0.900 -2.112 2.436
O -1.907 0.408 2.914
H -2.806 -0.355 4.588
H -3.413 -1.008 3.096
H -2.041 -2.764 4.024
H -0.740 -1.634 4.448
H -0.177 -2.730 2.579
H -1.998 1.206 3.439
C -3.214 2.118 -0.079
C -1.769 2.500 -0.320
C -1.144 3.235 0.837
O 0.152 3.640 0.460
C 0.864 4.189 1.529
N -0.940 1.288 -0.592
H -3.289 1.343 0.681
H -3.628 1.744 -1.014
H -3.797 2.985 0.235
H -1.725 3.170 -1.186
H -1.115 2.595 1.734
H -1.761 4.110 1.091
H 1.029 3.435 2.311
H 0.326 5.032 1.985
H 1.824 4.554 1.172
H 0.013 1.664 -0.694
H -1.144 0.972 -1.539
C 0.501 -3.980 -0.620
C 0.900 -2.515 -0.729
C 1.746 -2.292 -1.945
O 1.166 -2.930 -3.067
C 1.760 -2.521 -4.269
N -0.349 -1.671 -0.806
H 1.411 -4.581 -0.703
H -0.148 -4.286 -1.436
H 0.051 -4.208 0.346
H 1.462 -2.229 0.154
H 2.762 -2.692 -1.810
H 1.883 -1.216 -2.133
H 2.855 -2.574 -4.196
H 1.478 -1.507 -4.580
H 1.431 -3.203 -5.051
H -0.288 -1.159 -1.684
H -1.117 -2.327 -0.956
```

No. 9
ORCA calculation (ωB97M-V/def2-TZVPD) on a molecular structure, C32H46AsN4O11PrSSi3 at a distorted geometry.

* energy: -6313.30711 hartree
* total charge: -2
* spin multiplicity: 3
* E_HOMO (alpha / beta): -1.380 / -1.380 eV

Geometry as XYZ:
```
99
C32H46AsN4O11PrSSi3, DFT ωB97M-V/def2-TZVPD
Pr -0.538 0.982 0.096
O 0.012 3.060 1.704
C 1.295 3.667 1.730
C 2.084 3.431 0.433
N 2.005 2.035 0.013
C 2.130 1.596 -2.824
C 1.171 0.663 -2.531
O 1.629 0.381 -3.744
O 0.491 0.047 -1.699
C 2.859 1.132 0.784
C 2.140 0.724 2.094
O 2.784 0.605 3.127
O 0.878 0.552 1.966
H 0.128 2.175 2.124
H 1.859 3.282 2.587
H 1.143 4.744 1.873
H 3.124 3.759 0.610
H 1.651 4.024 -0.380
H 1.841 2.539 -3.270
H 2.285 1.999 -0.983
H 3.838 1.571 1.034
H 3.013 0.215 0.204
O -4.480 3.401 0.891
As -3.087 3.066 -0.345
O -3.934 3.162 -1.706
O -2.682 1.547 0.148
C -2.094 4.650 0.244
C -2.456 5.422 1.341
C -1.785 6.606 1.604
C -0.776 7.044 0.760
C -0.414 6.271 -0.333
C -1.066 5.077 -0.563
S -0.617 3.995 -1.918
O 0.785 4.290 -2.170
O -1.489 4.321 -3.010
O -0.799 2.644 -1.337
H -5.230 2.953 0.494
H -3.263 5.092 1.977
H -2.058 7.193 2.474
H -0.281 7.988 0.948
H 0.367 6.569 -1.018
C 3.965 -4.018 -2.942
Si 3.246 -2.647 -1.774
C 4.240 -2.913 -0.144
C 4.051 -1.065 -2.499
C 1.399 -2.867 -1.526
Si 0.193 -3.059 -2.967
C -1.488 -3.817 -2.399
C 0.846 -4.353 -4.253
C -0.442 -1.655 -4.096
Si 0.752 -3.221 0.180
C 1.470 -2.685 1.876
C 0.790 -5.162 0.374
C -1.083 -2.732 0.518
C -1.887 -3.671 1.168
C -3.208 -3.408 1.461
C -3.734 -2.213 1.001
C -2.894 -1.329 0.346
N -1.581 -1.538 0.157
H 5.030 -4.173 -2.778
H 3.822 -3.748 -3.983
H 3.468 -4.970 -2.786
H 5.306 -2.790 -0.316
H 4.085 -3.908 0.260
H 3.950 -2.199 0.617
H 5.121 -1.202 -2.663
H 3.917 -0.207 -1.848
H 3.601 -0.799 -3.448
H -1.369 -4.661 -1.728
H -2.073 -4.156 -3.252
H -2.078 -3.069 -1.883
H 1.265 -5.225 -3.765
H 1.619 -3.925 -4.881
H 0.049 -4.700 -4.904
H -0.980 -0.910 -3.514
H -1.119 -2.038 -4.860
H 0.371 -1.145 -4.598
H 2.432 -3.137 2.082
H 0.804 -2.962 2.691
H 1.583 -1.611 1.911
H 1.796 -5.509 0.156
H 0.131 -5.659 -0.332
H 0.541 -5.519 1.371
H -1.452 -4.616 1.448
H -3.812 -4.115 2.017
H -4.773 -1.960 1.155
H -3.307 -0.401 -0.045
N -4.959 0.362 6.898
C -4.277 0.440 5.967
C -3.446 0.536 4.852
C -3.276 1.754 4.159
C -2.443 1.791 3.067
N -1.765 0.729 2.598
C -1.914 -0.423 3.270
C -2.718 -0.575 4.373
H -3.794 2.643 4.485
H -2.312 2.721 2.526
H -1.330 -1.258 2.901
H -2.792 -1.528 4.877
```